{
  "formula": "C39H41Cl2KN5O4P2S",
  "method": "wB97M-V/def2-TZVPD",
  "homo_ev": -4.812,
  "charge": -1,
  "e_lumo_ha": 0.0824,
  "species": ["K", "N", "C", "C", "C", "C", "C", "C", "S", "N", "C", "C", "C", "C", "C", "C", "N", "H", "H", "H", "H", "H", "H", "H", "H", "H", "N", "C", "C", "C", "O", "O", "H", "H", "H", "H", "H", "H", "C", "P", "C", "C", "C", "C", "C", "C", "C", "P", "C", "C", "H", "H", "H", "H", "H", "H", "H", "H", "H", "H", "H", "H", "H", "H", "H", "H", "Cl", "C", "C", "C", "C", "C", "Cl", "C", "N", "C", "C", "C", "C", "C", "C", "C", "C", "O", "O", "H", "H", "H", "H", "H", "H", "H", "H", "H", "H"],
  "coordinates": [[0.939, -0.263, 0.260], [2.099, -4.041, -0.118], [3.054, -4.568, 0.784], [4.337, -4.832, 0.320], [5.305, -5.349, 1.174], [4.993, -5.614, 2.501], [3.709, -5.343, 2.964], [2.745, -4.816, 2.118], [1.142, -4.444, 2.743], [0.331, -3.742, 1.436], [0.853, -3.611, 0.286], [0.013, -2.953, -0.807], [0.287, -3.195, -2.142], [-0.438, -2.515, -3.108], [-1.417, -1.619, -2.716], [-1.662, -1.477, -1.356], [-0.966, -2.128, -0.413], [2.536, -3.491, -0.875], [4.573, -4.592, -0.712], [6.304, -5.540, 0.797], [5.738, -6.021, 3.175], [3.455, -5.529, 4.006], [1.085, -3.872, -2.422], [-0.214, -2.659, -4.159], [-1.985, -1.033, -3.432], [-2.440, -0.807, -1.005], [3.565, 0.009, 1.242], [4.725, -0.371, 0.388], [4.359, -0.269, -1.095], [3.333, -1.325, -1.477], [3.781, -2.489, -1.675], [2.122, -0.971, -1.510], [3.311, 0.976, 1.052], [3.802, -0.048, 2.223], [4.991, -1.404, 0.613], [5.600, 0.244, 0.588], [5.259, -0.418, -1.691], [3.955, 0.727, -1.302], [-1.156, 3.135, 2.225], [0.020, 1.731, 2.424], [1.551, 2.666, 2.855], [-0.478, 1.129, 4.117], [-0.305, 1.830, 5.313], [-0.625, 1.257, 6.539], [-1.126, -0.040, 6.576], [-1.320, -0.745, 5.393], [-1.011, -0.179, 4.149], [-1.181, -1.071, 2.509], [-2.121, -2.559, 3.067], [-2.664, -0.157, 1.815], [-1.150, 3.779, 3.109], [-2.168, 2.762, 2.057], [-0.858, 3.709, 1.347], [1.357, 3.502, 3.529], [1.976, 3.056, 1.928], [2.278, 2.005, 3.333], [0.092, 2.843, 5.292], [-0.482, 1.814, 7.457], [-1.371, -0.501, 7.528], [-1.724, -1.750, 5.446], [-3.043, -2.286, 3.585], [-1.528, -3.210, 3.714], [-2.356, -3.134, 2.170], [-3.274, 0.276, 2.609], [-3.280, -0.886, 1.275], [-2.375, 0.621, 1.104], [-4.787, 1.615, -1.098], [-4.749, 3.053, -2.085], [-5.866, 3.865, -2.063], [-5.910, 5.010, -2.846], [-4.807, 5.333, -3.614], [-3.676, 4.525, -3.603], [-2.297, 5.107, -4.498], [-3.608, 3.335, -2.868], [-2.525, 2.474, -2.832], [-1.667, 2.150, -3.900], [-2.199, 2.118, -5.193], [-1.425, 1.804, -6.294], [-0.081, 1.490, -6.114], [0.434, 1.493, -4.828], [-0.320, 1.814, -3.691], [0.482, 1.713, -2.382], [-0.052, 1.901, -0.958], [0.823, 2.253, -0.127], [-1.232, 1.546, -0.659], [-6.704, 3.580, -1.438], [-6.788, 5.646, -2.849], [-4.790, 6.234, -4.216], [-2.256, 2.089, -1.922], [-3.252, 2.354, -5.315], [-1.870, 1.797, -7.283], [0.552, 1.240, -6.958], [1.478, 1.226, -4.676], [1.361, 2.349, -2.456], [0.872, 0.685, -2.351]]
}

---

{
  "formula": "C23H43ClN3O4SiV",
  "method": "wB97M-V/def2-TZVPD",
  "homo_ev": [-5.802, -5.953],
  "charge": 0,
  "spin_multiplicity": 3,
  "e_lumo_ha": [0.0102, 0.0101],
  "species": ["O", "C", "C", "C", "H", "C", "H", "C", "H", "C", "H", "C", "H", "H", "C", "C", "H", "H", "H", "C", "C", "H", "H", "H", "H", "V", "Cl", "C", "O", "N", "C", "C", "H", "H", "H", "H", "H", "H", "H", "H", "H", "C", "C", "N", "H", "C", "O", "H", "H", "H", "H", "H", "H", "C", "C", "N", "H", "C", "O", "H", "H", "H", "H", "C", "Si", "C", "C", "H", "H", "H", "H", "H", "H", "H", "H", "H"],
  "coordinates": [[0.702, -0.912, -0.976], [2.030, -1.275, -0.726], [2.113, -2.520, 0.126], [1.014, -2.969, 0.851], [0.086, -2.427, 0.758], [1.105, -4.092, 1.661], [0.242, -4.419, 2.229], [2.299, -4.796, 1.747], [2.373, -5.672, 2.379], [3.396, -4.370, 1.010], [4.329, -4.917, 1.062], [3.301, -3.241, 0.209], [4.159, -2.908, -0.361], [2.542, -1.498, -1.669], [3.019, 0.995, -1.125], [2.728, -0.067, -0.116], [3.862, 1.628, -0.858], [2.143, 1.623, -1.278], [3.240, 0.541, -2.095], [2.993, 0.008, 1.190], [3.625, 1.138, 1.931], [2.747, -0.851, 1.804], [4.556, 0.866, 2.419], [2.952, 1.523, 2.701], [3.832, 1.979, 1.264], [-0.256, 0.600, -0.417], [1.433, 1.653, 0.770], [-1.489, 2.887, 0.927], [-1.509, 2.261, -0.146], [-2.304, 3.910, 1.196], [-2.970, 4.644, 0.140], [-2.566, 4.314, 2.560], [-0.791, 2.627, 1.721], [-2.752, 4.167, -0.808], [-2.621, 5.677, 0.116], [-4.048, 4.646, 0.304], [-2.143, 3.587, 3.246], [-3.640, 4.379, 2.741], [-2.122, 5.288, 2.765], [-2.408, -4.398, -1.537], [-4.312, -2.712, -0.556], [-1.758, -3.642, -1.098], [-3.476, -2.057, -0.311], [-2.367, -2.333, -1.207], [-0.804, -3.656, -1.617], [-1.794, -1.370, -1.915], [-1.815, -0.158, -1.640], [-3.765, -1.018, -0.400], [-1.293, -1.729, -2.824], [-1.593, -3.882, -0.048], [-3.160, -2.239, 0.713], [0.368, 3.659, -4.838], [0.056, 1.425, -6.383], [1.148, 3.024, -4.416], [0.734, 0.938, -5.682], [0.729, 1.639, -4.416], [1.355, 3.344, -3.400], [0.432, 1.015, -3.275], [0.326, 1.595, -2.182], [0.414, -0.083, -5.520], [0.305, -0.064, -3.354], [2.059, 3.144, -5.000], [1.737, 0.940, -6.111], [-1.235, -2.008, 2.782], [-1.167, -0.286, 2.017], [-2.926, 0.321, 2.325], [-0.111, 0.476, 3.384], [-1.729, -2.777, 2.166], [-1.784, -1.943, 3.744], [-0.213, -2.320, 3.054], [-3.021, 1.413, 2.248], [-3.648, -0.137, 1.633], [-3.221, 0.044, 3.358], [-0.536, 0.192, 4.368], [0.916, 0.065, 3.318], [-0.054, 1.575, 3.365]]
}

---

{
  "formula": "C5H13NO",
  "method": "wB97M-V/def2-TZVPD",
  "relative_energy_kcal_mol": 56.28,
  "homo_ev": -8.628,
  "smiles": "C/C=C/CCN.O",
  "charge": 0,
  "e_lumo_ha": 0.0394,
  "species": ["C", "C", "C", "C", "C", "N", "H", "H", "H", "H", "H", "H", "H", "H", "H", "H", "H", "H", "H", "O"],
  "coordinates": [[-0.460, 0.890, -0.915], [-0.135, -0.425, -1.709], [0.305, -1.418, -0.678], [-0.264, -2.412, 0.015], [-0.189, -2.513, 1.507], [0.757, 1.544, -0.409], [-0.931, 1.656, -1.513], [-1.119, 0.521, -0.140], [-1.043, -0.736, -2.226], [0.580, -0.367, -2.544], [1.316, -1.073, -0.395], [-0.934, -3.130, -0.471], [-1.072, -2.166, 2.036], [0.112, -3.542, 1.737], [0.565, -1.773, 1.862], [1.458, 1.720, -1.112], [1.139, 0.958, 0.324], [0.394, 3.052, 0.857], [-0.522, 4.110, 1.658], [-0.100, 3.252, 1.682]]
}

---

{
  "formula": "C11H15AlO5P",
  "method": "wB97M-V/def2-TZVPD",
  "relative_energy_kcal_mol": 0.00,
  "homo_ev": -21.313,
  "charge": 3,
  "e_lumo_ha": -0.4950,
  "species": ["O", "C", "Al", "O", "C", "C", "O", "C", "O", "C", "O", "C", "C", "P", "C", "C", "C", "C", "H", "H", "H", "H", "H", "H", "H", "H", "H", "H", "H", "H", "H", "H", "H"],
  "coordinates": [[-4.618, 0.728, -2.869], [-3.649, 0.623, -2.264], [-1.787, 0.384, -1.215], [-3.563, -0.346, 1.472], [-2.940, -0.073, 0.542], [-0.861, 0.775, -3.121], [-0.328, 0.955, -4.127], [-1.744, 2.474, -0.742], [-1.818, 3.605, -0.525], [-1.833, -1.694, -1.783], [-1.909, -2.808, -2.069], [-0.054, 1.319, 2.548], [0.827, 1.121, 1.325], [0.173, 0.091, -0.008], [1.534, 0.106, -1.221], [2.964, -0.097, -0.720], [0.031, -1.540, 0.795], [1.233, -2.073, 1.575], [-0.996, 1.819, 2.301], [0.487, 1.958, 3.258], [-0.275, 0.380, 3.068], [1.098, 2.091, 0.890], [1.748, 0.603, 1.607], [1.299, -0.632, -1.995], [1.497, 1.097, -1.702], [3.159, -1.109, -0.346], [3.619, 0.058, -1.587], [3.253, 0.645, 0.035], [-0.816, -1.461, 1.495], [-0.268, -2.266, 0.029], [1.548, -1.404, 2.388], [0.898, -3.012, 2.038], [2.089, -2.316, 0.930]]
}

---

{
  "formula": "C2H8N2O2",
  "method": "wB97M-V/def2-TZVPD",
  "relative_energy_kcal_mol": 31.14,
  "homo_ev": -9.660,
  "smiles": "O=CO.NCN",
  "charge": 0,
  "e_lumo_ha": 0.0310,
  "species": ["N", "C", "N", "H", "H", "H", "H", "H", "H", "O", "C", "O", "H", "H"],
  "coordinates": [[-0.245, 2.279, 0.916], [0.094, 1.387, -0.163], [0.835, 0.133, 0.264], [-0.149, 3.228, 0.559], [0.506, 2.300, 1.605], [0.770, 1.825, -0.922], [-0.800, 1.019, -0.656], [1.487, 0.253, 1.030], [1.388, -0.134, -0.540], [0.429, -2.979, -0.541], [-0.759, -2.827, -0.506], [-1.429, -1.664, -0.420], [-1.411, -3.725, -0.603], [-0.716, -1.095, -0.024]]
}

---

Q: Which calculated total energy values were calculated for the entries above? A: -4686.921934; -3061.069023; -328.229166; -1386.985915; -340.980809, in a.u..